DFT (ωB97M-V with the def2-TZVPD basis set) results for a 2-piece molecular cluster, C27H45FN3O2S overall.

Summary:
charge: +1
orbital gap: 8.555 eV
energy: -50840.962 eV

Positions of all 79 atoms, in Å:
S: -2.120 -0.924 2.000
F: -0.645 -2.838 -3.582
O: 4.648 2.485 1.967
O: 3.415 4.228 1.322
N: 0.639 -1.461 -1.793
N: -0.134 2.170 0.718
N: -4.640 -1.226 -1.484
C: -0.113 1.458 -0.408
C: 3.289 -0.291 4.176
C: -4.891 -0.277 -2.080
C: 4.394 1.126 2.334
C: -5.196 2.177 -1.884
C: 1.224 -1.477 -3.163
C: -1.982 -0.008 0.451
C: 3.797 3.108 1.101
C: -6.171 2.096 -0.717
C: 3.480 1.097 3.546
C: 3.431 2.378 -0.182
C: 0.703 -2.693 -3.941
C: 0.522 -0.827 0.457
C: 1.516 -0.948 -0.685
C: 0.810 3.326 -1.603
C: -2.680 -2.527 1.365
C: -3.137 -3.399 2.548
C: -0.693 -0.730 -1.590
C: 1.420 -1.401 2.827
C: 1.150 -0.317 1.757
C: -0.592 0.014 -0.244
C: 2.898 -1.444 3.237
C: 0.346 2.015 -1.600
C: 0.809 4.040 -0.425
C: 1.447 -3.990 -3.650
C: -5.256 0.945 -2.796
C: 0.316 3.414 0.715
H: 3.953 0.585 1.495
H: 2.499 -0.199 4.929
H: 3.114 -2.390 3.741
H: 0.821 -1.184 3.715
H: -1.874 -3.019 0.810
H: 2.118 0.122 1.502
H: -4.211 -3.577 2.499
H: 1.857 0.043 -0.992
H: 4.199 -0.563 4.719
H: 5.352 0.649 2.551
H: 0.285 3.943 1.660
H: -4.175 2.299 -1.510
H: 0.997 -0.534 -3.657
H: 1.175 5.056 -0.371
H: 0.359 1.446 -2.521
H: 3.906 1.405 -0.291
H: 2.308 -1.555 -3.059
H: 0.437 -2.433 -1.552
H: -3.492 -2.348 0.659
H: 3.917 1.766 4.292
H: 3.717 3.019 -1.014
H: 1.086 -2.382 2.475
H: -2.633 -4.365 2.542
H: 0.725 -2.455 -5.005
H: -0.899 -0.105 -2.457
H: -1.466 -1.497 -1.579
H: -5.952 1.242 -0.075
H: 1.171 3.779 -2.518
H: -2.314 1.007 0.657
H: 0.091 -1.827 0.609
H: 0.726 -4.787 -3.462
H: 2.116 -3.914 -2.789
H: -4.583 1.058 -3.648
H: 2.509 1.536 3.289
H: -7.198 1.996 -1.072
H: -5.414 3.053 -2.495
H: 2.373 -1.604 -0.523
H: -2.931 -2.918 3.506
H: 2.046 -4.290 -4.510
H: 3.513 -1.442 2.329
H: -6.115 2.996 -0.105
H: 2.343 2.250 -0.200
H: -2.717 -0.453 -0.222
H: -6.262 0.814 -3.198
H: 0.522 0.476 2.152

Force components x, y, z for each atom (eV/Å):
S -0.09 0.04 -0.03
F 0.02 0.03 -0.04
O -0.22 0.25 -0.16
O 0.30 -0.52 -0.14
N 0.02 -0.20 0.21
N -0.15 -0.07 0.23
N 0.20 0.01 -0.04
C 0.01 0.05 -0.24
C 0.03 -0.03 -0.06
C -0.19 -0.05 -0.01
C -0.08 -0.14 0.05
C -0.03 0.02 0.07
C 0.21 -0.02 -0.10
C -0.03 -0.04 0.00
C 0.07 0.13 0.14
C 0.03 -0.01 -0.01
C -0.07 0.01 0.14
C -0.08 -0.23 0.39
C 0.06 0.19 -0.02
C 0.01 -0.04 -0.13
C -0.02 0.10 -0.04
C -0.32 0.17 -0.16
C -0.03 -0.18 0.06
C -0.04 0.01 -0.16
C -0.20 -0.12 -0.21
C 0.07 0.16 -0.05
C -0.06 -0.21 -0.01
C -0.01 0.00 -0.16
C -0.17 0.00 0.01
C -0.10 -0.12 0.03
C -0.28 0.23 0.02
C -0.05 -0.06 0.00
C 0.05 0.11 -0.03
C 0.00 0.27 -0.13
H 0.11 0.00 -0.01
H 0.14 -0.05 0.06
H -0.07 0.06 0.04
H -0.03 -0.08 -0.08
H 0.00 0.04 0.08
H -0.24 0.23 -0.05
H 0.07 0.01 0.03
H 0.19 -0.13 0.02
H 0.01 0.03 -0.09
H 0.03 0.21 0.00
H 0.02 -0.02 0.00
H 0.01 0.00 -0.03
H -0.12 -0.03 0.09
H 0.02 -0.06 0.00
H 0.00 0.08 -0.01
H 0.16 0.09 -0.01
H -0.06 0.06 -0.04
H 0.00 -0.03 -0.05
H 0.02 -0.01 0.06
H -0.05 -0.05 -0.01
H -0.06 0.00 0.02
H 0.08 0.02 -0.05
H -0.03 0.03 0.03
H -0.05 -0.06 0.04
H 0.14 -0.01 0.04
H 0.04 0.04 0.12
H 0.00 -0.01 0.00
H 0.00 -0.05 0.01
H 0.13 0.01 0.05
H 0.00 0.10 0.21
H 0.03 0.05 -0.03
H -0.07 -0.01 0.02
H 0.00 -0.02 0.00
H 0.07 -0.02 -0.10
H -0.01 0.00 0.00
H 0.01 -0.01 -0.02
H -0.14 -0.11 -0.05
H 0.04 -0.05 -0.03
H 0.03 0.05 0.08
H 0.09 -0.04 0.09
H 0.00 0.00 0.00
H 0.58 -0.07 0.04
H 0.00 0.13 0.05
H -0.01 -0.03 0.02
H 0.09 0.01 0.04

Atomic partial charges in e from the Löwdin method, atoms 1 to 5: atom 1 (S): 0.929, atom 2 (F): -0.014, atom 3 (O): 0.002, atom 4 (O): 0.122, atom 5 (N): -0.051

***

DFT (ωB97M-V with the def2-TZVPD basis set) results for a 2-piece molecular cluster, C26H24ClF2NO2 overall.

Summary:
orbital gap: 2.687 eV
energy: -50890.426 eV

Positions of all 56 atoms, in Å:
Cl: 0.390 -6.160 5.024
F: 3.155 -1.746 -3.782
F: -2.820 -2.695 -3.853
O: 2.134 1.702 2.358
O: 0.661 3.412 1.985
N: -0.141 0.138 2.928
C: 1.916 1.671 -1.860
C: -5.245 -1.943 -2.702
C: -3.932 -0.095 -1.573
C: 1.469 -0.623 -2.553
C: -2.804 -1.552 -3.092
C: -0.225 1.379 2.612
C: -1.645 -3.208 3.238
C: 5.098 0.198 -3.306
C: -0.345 0.824 -1.577
C: -3.994 -1.186 -2.456
C: -1.090 -0.754 2.997
C: -0.795 -2.092 3.451
C: -0.065 -4.614 4.428
C: -1.273 -4.464 3.718
C: -1.612 -0.865 -2.960
C: 1.733 4.287 1.575
C: 3.224 1.554 -2.270
C: 2.763 -0.658 -3.038
C: 3.693 0.371 -2.864
C: 1.095 5.611 1.204
C: 0.424 -2.267 4.130
C: -1.525 0.157 -1.962
C: -2.739 0.546 -1.321
C: 0.999 2.143 2.322
C: 0.774 -3.514 4.649
C: 0.982 0.601 -2.002
H: -4.847 0.226 -1.070
H: 5.185 0.108 -4.394
H: 1.791 6.215 0.621
H: -0.484 1.666 -0.901
H: 3.914 2.395 -2.157
H: -5.474 -2.025 -3.769
H: -2.703 1.371 -0.609
H: 5.685 1.066 -2.998
H: -1.897 -5.340 3.556
H: 1.699 -3.636 5.210
H: 0.168 5.484 0.630
H: -2.117 -0.506 2.688
H: 2.271 3.845 0.719
H: -5.194 -2.959 -2.293
H: -6.079 -1.434 -2.213
H: 2.443 4.417 2.404
H: 1.557 2.612 -1.441
H: 0.850 6.179 2.109
H: 5.554 -0.694 -2.861
H: 1.084 -1.402 4.250
H: -0.756 -1.112 -3.583
H: 0.833 -1.506 -2.586
H: -2.578 -3.080 2.678
H: -1.162 1.951 2.567

Force components x, y, z for each atom (eV/Å):
Cl 0.05 -0.35 0.14
F -0.17 0.56 0.87
F -0.06 1.01 0.22
O -0.54 0.75 -0.22
O 0.50 0.33 -0.21
N 0.65 -1.54 0.30
C -0.52 -0.14 0.11
C -0.60 -0.14 0.06
C -0.07 -0.19 -0.26
C -0.03 0.51 -0.11
C 0.38 -0.31 -0.11
C -0.37 1.66 -0.70
C 0.43 0.22 0.28
C 0.61 0.18 -0.13
C -0.16 0.33 0.21
C 0.53 0.19 0.19
C -0.76 0.28 -0.33
C 0.17 -0.22 0.03
C -0.47 1.04 -0.45
C 0.34 0.17 0.15
C -0.15 -0.02 0.50
C -0.07 -0.13 -0.12
C 0.23 -0.21 -0.12
C -0.20 -0.29 -0.33
C -0.66 0.02 0.03
C -0.11 0.24 0.25
C 0.15 -0.76 0.35
C -0.87 -0.29 -0.28
C 0.36 -0.01 0.07
C 0.19 -0.95 0.31
C -0.22 0.17 -0.33
C 1.25 -0.26 -0.02
H 0.29 -0.10 -0.16
H -0.08 -0.07 0.14
H -0.01 -0.02 -0.01
H 0.00 0.01 -0.18
H -0.22 -0.32 0.02
H 0.10 -0.04 0.14
H 0.00 -0.23 -0.10
H -0.01 -0.11 -0.04
H 0.10 0.22 0.01
H -0.21 -0.04 -0.17
H 0.31 -0.10 0.06
H 0.15 -0.11 0.02
H -0.21 0.02 0.40
H 0.07 0.10 -0.12
H 0.03 -0.08 -0.08
H -0.13 -0.18 -0.26
H 0.10 -0.23 -0.04
H -0.05 -0.10 -0.18
H -0.12 0.10 -0.11
H -0.29 -0.38 0.00
H -0.38 -0.10 0.18
H 0.38 0.22 -0.11
H 0.34 -0.07 0.26
H 0.02 -0.23 -0.05

Atomic partial charges in e from the natural (NBO) method, atoms 1 to 5: atom 1 (Cl): 0.012, atom 2 (F): -0.339, atom 3 (F): -0.338, atom 4 (O): -0.602, atom 5 (O): -0.525

***

DFT (ωB97M-V with the def2-TZVPD basis set) results for an isolated ion of composition C3H6N3S and charge +1.

Summary:
charge: +1
2S+1: 3
orbital gap (spin up / spin down): 6.868 / 7.555 eV
energy: -18501.225 eV

Positions of all 13 atoms, in Å:
S: -2.285 0.894 0.423
N: 1.019 -0.955 -0.261
N: -1.050 -0.185 0.229
N: -1.166 -1.437 0.142
C: 0.831 1.569 -0.102
C: 0.499 0.191 -0.029
C: 0.019 -1.904 -0.171
H: 1.839 1.805 0.033
H: -2.921 0.078 1.293
H: 0.193 -3.021 -0.030
H: 1.939 -1.091 -0.759
H: 0.802 1.848 -1.210
H: 0.282 2.208 0.444

Force components x, y, z for each atom (eV/Å):
S -0.10 0.00 0.29
N 2.79 -5.31 -2.04
N 1.84 3.77 -0.40
N -0.16 -3.45 -0.39
C 1.62 -1.16 -4.59
C -4.12 4.72 2.60
C 0.74 -2.61 1.33
H 1.86 -0.03 0.91
H -0.21 0.09 -0.17
H 0.00 1.73 -0.91
H -1.55 -0.05 0.71
H -0.56 0.30 0.75
H -2.15 2.01 1.91

Atomic partial charges in e from the natural (NBO) method, atoms 1 to 5: atom 1 (S): 0.464, atom 2 (N): -0.609, atom 3 (N): -0.233, atom 4 (N): -0.261, atom 5 (C): -0.700